# 1
83
Properties=species:S:1:pos:R:3:forces:R:3 method="wB97M-V/def2-TZVPD" charge=0 e_tot_ev=-100466.43436 lumo_ev=-0.74 homo_lumo_gap_ev=8.21 de_lowest_kj_mol=15.6 homo_energy_ev=-8.95
O 2.12685 -0.78937 2.12156 -0.19 0.72 0.43
C 2.05379 -1.81164 1.50342 0.27 -0.56 -0.49
C 2.64960 -1.93922 0.10201 -0.01 -0.03 0.12
C 2.42116 -0.72455 -0.74534 -0.15 0.22 -0.22
C 3.32674 0.38639 -0.56081 0.26 0.32 0.41
S 4.70589 0.25938 0.56335 0.39 0.15 -0.14
C 3.18913 1.54777 -1.25260 0.17 0.34 -0.04
F 4.01794 2.57875 -1.08061 -0.06 -0.14 0.03
C 2.13597 1.71736 -2.19000 0.10 -0.73 0.41
N 1.83562 2.77034 -2.93006 -0.24 0.39 -0.38
S 0.52728 2.36127 -3.78292 0.40 0.15 0.24
N 0.31531 0.86787 -3.26114 -0.41 -0.25 -0.24
C 1.26677 0.60305 -2.36605 0.08 0.32 -0.09
C 1.40143 -0.62149 -1.64709 -0.25 -0.16 -0.41
C 0.36047 -1.67228 -1.95522 0.13 0.32 0.92
C -1.00004 -1.19315 -1.38419 0.99 -0.71 -0.50
C -2.02922 -2.28330 -1.53151 -0.14 0.56 -0.03
F -2.19010 -2.54484 -2.85127 -0.14 0.02 -0.16
F -1.62998 -3.44143 -0.96273 0.14 -0.26 0.25
C -3.45005 -2.00117 -0.93629 -0.05 -0.58 -0.59
F -4.30570 -2.83068 -1.56706 -0.04 -0.06 0.01
F -3.45772 -2.35401 0.36283 -0.01 0.14 0.12
C -4.03035 -0.57299 -1.14822 0.11 -0.10 -0.20
F -3.66233 -0.18993 -2.38961 0.03 0.11 -0.09
F -5.36324 -0.65708 -1.15082 -0.14 -0.05 0.13
C -3.61437 0.57643 -0.16793 -0.12 0.11 -0.04
F -2.55451 1.21342 -0.68872 0.19 0.00 0.03
F -4.63111 1.45539 -0.12389 -0.16 0.03 -0.01
C -3.25899 0.25732 1.30142 -0.19 0.27 0.58
F -2.14816 -0.48540 1.37727 0.13 -0.06 -0.06
F -2.96964 1.44159 1.86852 0.00 0.09 -0.01
C -4.40599 -0.40678 2.16230 0.33 0.25 0.21
F -4.93991 0.49880 2.97409 -0.07 0.05 -0.04
F -3.88792 -1.37582 2.90447 -0.02 -0.16 0.07
F -5.37163 -0.90242 1.40169 -0.17 -0.08 -0.07
C 1.41367 -3.03997 2.06341 -0.16 -0.15 0.20
C 2.12620 -4.01116 2.75508 0.00 0.35 -0.24
C 1.46034 -5.12811 3.21670 0.14 -0.53 0.32
C 0.10490 -5.30450 3.01041 -0.38 0.25 -0.20
C -0.61471 -4.32549 2.34339 0.36 0.05 -0.01
C 0.05177 -3.20461 1.87907 -0.33 0.12 -0.21
H 3.72440 -2.00528 0.27558 0.10 -0.20 0.08
H 2.33956 -2.86895 -0.35764 -0.17 -0.05 -0.16
H 4.12556 0.75950 1.66295 -0.14 -0.05 -0.07
H 0.64968 -2.58663 -1.45477 -0.06 -0.36 -0.12
H 0.29075 -1.83196 -3.02390 -0.02 -0.08 -0.18
H -1.29178 -0.34818 -1.98939 -0.29 0.26 0.16
H -0.81364 -0.91303 -0.35324 -0.37 0.07 0.10
H 3.18371 -3.87381 2.92153 0.14 -0.10 0.07
H 1.99415 -5.89705 3.75470 0.19 -0.02 0.04
H -0.40690 -6.18766 3.35576 0.06 -0.17 0.14
H -1.67197 -4.41581 2.16194 -0.20 -0.10 0.03
H -0.51663 -2.45062 1.35656 -0.02 0.15 -0.07
C -4.76057 2.98588 -5.05845 0.07 -0.05 -0.14
C -3.84354 4.19466 -4.97280 -0.14 -0.01 0.06
O -2.50437 3.92345 -5.34302 0.18 -0.01 0.12
C -2.30471 3.48437 -6.67390 0.02 -0.02 -0.12
C -2.73523 4.49335 -7.72516 -0.14 0.04 0.07
H -4.33622 2.14458 -4.50806 -0.01 0.02 0.05
H -5.73727 3.22483 -4.63700 0.00 0.01 0.02
H -4.91479 2.66460 -6.08991 -0.04 0.02 0.01
H -3.79354 4.53769 -3.93914 0.09 0.01 -0.01
H -4.24370 5.02731 -5.56205 -0.02 -0.03 -0.03
H -2.79789 2.51960 -6.83849 -0.03 0.02 -0.02
H -1.23190 3.30777 -6.76272 0.01 0.01 0.08
H -3.81753 4.63206 -7.73547 0.00 -0.03 -0.04
H -2.43579 4.15373 -8.71692 0.02 -0.01 0.00
H -2.27730 5.46425 -7.53220 0.05 -0.02 -0.02
C 5.94524 -0.57767 6.46586 -0.16 0.00 0.01
C 6.10893 0.74722 5.73961 0.09 -0.03 0.08
O 5.26006 0.89259 4.61769 0.02 0.01 -0.18
C 3.86823 0.85665 4.88438 -0.12 0.05 0.00
C 3.39117 1.96830 5.80371 0.13 -0.02 0.11
H 6.03104 -1.40964 5.76557 0.05 0.01 -0.01
H 6.71273 -0.68295 7.23322 0.02 0.01 -0.01
H 4.97351 -0.65468 6.95648 0.03 0.01 0.04
H 7.12320 0.82135 5.34655 -0.03 0.02 -0.07
H 5.97745 1.58619 6.43242 -0.03 -0.03 0.03
H 3.57757 -0.12362 5.27727 -0.01 0.01 0.03
H 3.38169 0.95805 3.91374 0.05 -0.04 -0.02
H 3.77878 1.85229 6.81742 -0.05 -0.01 0.01
H 2.30258 1.96418 5.86310 -0.01 -0.01 -0.03
H 3.72006 2.93941 5.43122 -0.04 0.00 -0.04

---

# 2
65
Properties=species:S:1:pos:R:3:forces:R:3 method="wB97M-V/def2-TZVPD" charge=0 e_tot_ev=-40808.76851 lumo_ev=-1.78 homo_lumo_gap_ev=4.19 de_lowest_kj_mol=0.0 homo_energy_ev=-5.97
C -4.83271 -1.00178 2.41546 0.13 0.20 0.17
C -3.90665 -1.34135 1.24067 0.24 0.17 0.03
C -3.85344 -2.85735 1.09507 0.07 -0.19 -0.01
C -4.51436 -0.76808 -0.04481 0.16 0.21 -0.07
C -2.50082 -0.74630 1.49647 0.43 -0.82 0.26
C -1.39685 -1.52545 1.72078 -1.36 -0.12 0.02
C -0.09282 -0.98397 1.96824 1.70 -1.31 0.47
C 1.02004 -1.83825 2.11895 -2.69 1.06 -1.42
C 2.37448 -1.44253 1.87902 2.09 0.68 -0.29
C 2.72561 -0.34155 1.03328 -0.19 -0.32 0.50
C 4.04374 0.08207 0.97700 0.24 0.28 -0.05
F 4.35567 1.19596 0.22260 -0.32 -1.02 0.55
C 5.06830 -0.54822 1.68008 -0.43 -0.47 0.18
C 4.75403 -1.70279 2.42278 -0.29 0.44 -0.35
C 3.43784 -2.16118 2.47935 -0.19 0.28 -0.07
C 0.01821 0.44352 2.04569 -0.11 1.32 -0.43
C -1.01381 1.29887 1.77403 0.99 -0.07 0.40
C -0.84146 2.83913 1.77455 -0.19 -0.28 0.19
C -1.41477 3.45015 0.48970 -0.18 -0.24 -0.16
C 0.62587 3.24792 1.86900 0.09 0.06 -0.02
C -1.59118 3.44066 2.97088 -0.22 -0.13 0.07
C -2.35467 0.72396 1.58357 -1.64 0.98 -0.33
O -3.36379 1.46960 1.52139 1.49 -1.08 0.14
H -4.92887 0.08348 2.50977 -0.09 -0.23 0.04
H -5.82025 -1.44455 2.24234 0.12 0.06 0.07
H -4.41933 -1.40198 3.34825 -0.13 0.01 -0.06
H -3.20582 -3.14408 0.25803 -0.08 -0.06 0.13
H -3.49002 -3.33502 2.01208 -0.06 -0.02 -0.15
H -4.86099 -3.24367 0.88948 0.22 0.11 0.06
H -3.86794 -1.00416 -0.89669 -0.14 0.05 -0.01
H -5.50110 -1.21216 -0.21548 0.13 0.03 0.00
H -4.61938 0.31608 0.03971 -0.03 -0.21 -0.13
H -1.48826 -2.61560 1.69278 0.08 0.39 0.00
H 0.82090 -2.89793 2.26708 0.03 0.14 -0.08
H 1.96960 0.16954 0.43685 0.25 -0.13 0.20
H 6.08296 -0.17378 1.63106 -0.09 0.04 -0.04
H 5.52878 -2.22469 2.98821 -0.20 0.15 -0.32
H 3.20207 -3.07413 3.01970 0.06 0.32 0.03
H 0.99312 0.85092 2.32290 -0.37 -0.12 -0.14
H -2.48157 3.22494 0.40782 0.24 0.10 -0.07
H -1.28128 4.53770 0.50421 0.03 -0.15 -0.01
H -0.89534 3.04030 -0.38340 -0.07 0.12 0.01
H 1.06577 2.94745 2.82490 0.07 0.01 -0.09
H 1.20912 2.81743 1.04826 0.03 0.04 0.12
H 0.70436 4.34223 1.79683 -0.04 -0.28 0.03
H -1.20279 3.02789 3.90893 -0.03 0.10 -0.04
H -1.46323 4.52910 2.98051 -0.02 -0.13 0.04
H -2.65730 3.20206 2.89730 0.23 0.13 0.09
C 1.85825 -4.53503 6.49711 -0.48 0.59 -0.18
Na 0.25589 -0.00931 7.97072 -0.26 -0.92 -0.33
C 2.14730 -3.95834 5.22637 -0.80 0.26 1.38
C 1.26752 -2.86214 5.02380 -0.19 -0.39 -0.08
C 0.32564 -2.84104 6.09493 1.15 0.33 -0.40
C 0.75565 -3.82430 7.07236 0.51 -0.51 -0.67
C 0.09030 -3.88938 8.30560 0.09 0.41 -0.12
C -0.96948 -3.01606 8.54418 0.11 -0.69 0.78
C -1.49068 -2.19159 7.53210 -0.01 0.91 -0.49
C -0.83402 -2.08256 6.30003 -0.08 0.28 0.11
H 2.37232 -5.34223 6.99692 0.09 -0.08 -0.17
H 2.90520 -4.34026 4.54846 -0.02 0.21 0.19
H 1.27293 -2.12629 4.22493 -0.01 -0.41 0.30
H 0.44162 -4.60545 9.04924 -0.23 0.25 0.03
H -1.45895 -3.02106 9.51952 0.00 -0.15 -0.26
H -2.44120 -1.67677 7.68328 0.18 -0.10 0.04
H -1.22634 -1.48501 5.46466 -0.01 -0.13 0.44

---

# 3
66
Properties=species:S:1:pos:R:3:forces:R:3 method="wB97M-V/def2-TZVPD" charge=+1 e_tot_ev=-39254.37978 lumo_ev=-5.38 homo_lumo_gap_ev=4.90 de_lowest_kj_mol=0.0 homo_energy_ev=-10.28
C -3.43221 2.09138 -3.08391 0.36 0.47 0.17
C -3.09641 1.60447 -1.68782 -1.05 -0.93 -0.50
O -2.24597 2.48549 -0.99920 0.67 0.11 1.17
C -2.03374 2.01183 0.27099 -0.28 -0.53 0.96
C -1.07788 2.74493 1.05970 0.38 0.71 -0.55
C -0.75851 2.39957 2.32280 1.28 0.48 0.01
N 0.27766 2.96257 3.04117 -0.49 0.13 0.27
C 0.68627 2.39192 4.34043 -0.21 -0.01 -0.39
C 1.47223 3.40915 5.17408 -0.02 0.26 -0.14
O 2.55599 3.95643 4.44087 0.27 -0.45 -0.16
C 2.11803 4.62464 3.27061 -0.12 0.00 0.30
C 1.34198 3.69893 2.33925 -0.48 -0.08 0.06
O -2.58607 1.02011 0.72255 -0.08 0.13 -0.75
H -4.06218 1.38800 -3.63024 0.04 -0.09 0.23
H -3.95314 3.04861 -3.04345 -0.04 -0.02 0.02
H -2.52198 2.24963 -3.66321 0.05 -0.04 -0.05
H -3.99441 1.48140 -1.06746 0.06 -0.14 -0.40
H -2.58704 0.63156 -1.70724 -0.24 -0.03 -0.19
H -0.60177 3.56966 0.57212 0.20 0.27 -0.20
H -1.29200 1.57920 2.76904 -0.15 -0.13 0.40
H -0.20342 2.04695 4.87969 0.12 0.20 -0.08
H 1.30339 1.51022 4.14574 0.26 -0.07 0.12
H 0.83489 4.24382 5.48990 -0.26 -0.13 -0.03
H 1.89921 2.96208 6.08216 -0.16 -0.06 -0.37
H 1.50608 5.47795 3.58470 -0.20 0.00 -0.18
H 3.01064 5.02807 2.77747 -0.21 -0.24 0.04
H 2.00253 2.96058 1.87625 0.26 -0.02 -0.04
H 0.89208 4.28312 1.53352 0.18 0.03 0.21
C -0.85147 -1.62126 -5.93221 0.07 -0.04 -0.07
C -0.44824 -0.55676 -5.14623 -0.01 0.21 0.01
C -0.23481 -0.72909 -3.79614 0.16 -0.20 0.45
C -0.43954 -1.97908 -3.18696 -0.20 0.06 0.02
C -0.18698 -2.20416 -1.75375 -0.05 0.06 0.30
C 0.96827 -1.64383 -1.17322 -0.49 -0.16 -0.60
C 1.28762 -1.71490 0.15285 0.24 0.16 0.19
C 2.49024 -1.20215 0.74466 0.20 0.08 0.02
C 2.72726 -1.37514 2.11717 -0.31 -0.07 -0.19
C 3.88634 -0.91322 2.69632 -0.06 -0.06 0.38
C 4.84289 -0.26919 1.93517 0.01 -0.03 0.14
C 4.62298 -0.07215 0.58689 0.04 0.17 -0.41
C 3.46819 -0.52771 -0.00331 -0.13 -0.02 -0.11
C -1.14349 -2.99945 -0.96134 -0.02 -0.28 -0.16
C -0.74921 -4.04722 -0.10963 0.28 0.42 -0.29
C -1.68152 -4.76676 0.60298 0.01 -0.15 0.15
C -3.02663 -4.46600 0.49563 -0.05 0.03 0.09
C -3.43750 -3.43677 -0.32996 -0.20 0.03 0.09
C -2.51570 -2.71942 -1.05390 0.44 0.19 -0.47
C -0.87469 -3.03618 -4.00184 -0.05 0.00 0.60
C -1.05893 -2.85982 -5.35411 -0.02 -0.14 -0.17
H -0.98624 -1.49017 -6.99505 -0.06 0.03 -0.07
H -0.30489 0.41354 -5.59257 0.03 0.15 -0.02
H 0.05267 0.10962 -3.18555 0.10 0.23 0.11
H 1.63449 -1.13220 -1.84186 0.17 0.08 -0.23
H 0.59203 -2.20243 0.81116 -0.23 -0.04 0.31
H 1.98209 -1.87215 2.71597 -0.13 -0.12 0.15
H 4.04354 -1.04200 3.75323 0.03 -0.08 0.18
H 5.75354 0.08213 2.39032 0.13 0.07 0.10
H 5.35249 0.45260 -0.00682 0.12 0.05 -0.10
H 3.31602 -0.34669 -1.05199 0.02 0.02 -0.23
H 0.29295 -4.30934 -0.04392 0.23 -0.11 -0.02
H -1.36519 -5.56760 1.25090 0.10 -0.13 0.03
H -3.75325 -5.02250 1.06471 -0.09 -0.11 0.05
H -4.48291 -3.18926 -0.39957 -0.16 0.07 -0.04
H -2.83738 -1.90745 -1.68351 -0.11 0.15 -0.15
H -1.02879 -4.00520 -3.55847 -0.07 -0.21 0.08
H -1.36048 -3.69291 -5.96656 -0.06 -0.14 -0.06